19
Properties=species:S:1:pos:R:3 method="wB97M-V/def2-TZVPD" relative_energy_kcal_mol=48.48 smiles=NC[C@@H](N)CS.O charge=0 spin_multiplicity=1
N -1.41 -0.82 1.50
C -1.03 -0.81 0.18
C 0.43 -0.20 -0.01
N 1.41 -1.25 0.39
C 0.76 0.23 -1.38
S 2.33 1.10 -1.63
H -2.33 -0.42 1.73
H -1.51 -1.80 1.80
H -1.57 -0.20 -0.61
H -1.18 -1.67 -0.51
H 0.54 0.67 0.69
H 1.28 -2.18 0.08
H 1.59 -1.13 1.42
H -0.07 0.84 -1.62
H 0.84 -0.61 -2.00
H 3.10 0.31 -0.73
O -1.30 2.71 0.60
H -1.61 2.19 -0.32
H -0.27 3.03 0.41